No. 1
DFT (wB97M-V/def2-TZVPD) results for 2 unconnected molecules or ions with the total composition C3H13N2OS2 in a non-equilibrium geometry.

```
21
Properties=species:S:1:pos:R:3:forces:R:3:mulliken_charge:R:1
S -2.213530 -2.756385 -0.650624 0.75 -1.35 1.21 -0.203
S -2.458609 -0.829375 -0.924412 -1.47 2.51 -0.41 0.016
C -0.965354 0.143026 -1.199186 2.27 -1.27 -0.37 -1.196
C -0.152805 0.835663 -0.101400 -0.84 0.86 0.09 0.238
C 0.938650 1.751763 -0.755664 -1.00 2.42 1.44 -0.655
N 2.182779 1.693951 0.009614 0.88 0.55 -0.48 -0.617
N 0.489033 -0.056593 0.899357 -0.43 -1.13 1.48 -0.296
H -1.802902 -3.246272 -1.801308 0.04 -0.06 -0.95 0.167
H -1.026827 0.858848 -2.018456 -1.12 0.30 0.21 0.459
H -0.282535 -0.533586 -1.723008 0.25 -0.35 0.24 0.428
H -0.823706 1.480843 0.499434 0.29 -0.34 -0.42 0.304
H 0.508928 2.790407 -0.575479 0.47 -1.12 -0.46 0.303
H 1.035302 1.735632 -1.835723 0.10 -0.85 -0.10 0.465
H 2.362749 2.621611 0.383559 -0.19 -0.22 0.44 0.264
H 3.011721 1.587865 -0.571537 -0.30 -0.51 -0.20 0.218
H -0.012312 -0.969770 1.078087 0.49 -0.15 -0.89 0.369
H 0.396208 0.219215 1.893734 0.00 0.94 -0.69 0.365
H 1.513845 -0.082283 0.780120 -0.20 -0.14 -0.38 0.406
H -1.652863 -2.379524 1.931422 -0.07 -0.23 0.02 0.279
H -0.280499 -2.797786 2.546617 -0.34 0.12 -0.14 0.308
O -0.767272 -2.067248 2.134852 0.43 0.00 0.37 -0.623
```
Forces are in eV/Å.

Values from the calculation:
ΔE to the lowest compared entry with this formula, charge and spin in kJ/mol: 125.38
Net charge: +1
Gap between HOMO and LUMO in eV: 9.53
LUMO energy in eV: -2.851
Electronic energy in hartree: -1102.9678



No. 2
DFT (wB97M-V/def2-TZVPD) results for a molecular structure, C28H25CoF5NO2 in a non-equilibrium geometry.

```
62
Properties=species:S:1:pos:R:3:forces:R:3:mulliken_charge:R:1
C 2.203546 0.017771 0.504712 -0.05 0.15 -0.09 -0.417
C 2.182645 -0.743219 -0.692313 1.19 1.17 -0.62 -1.516
C 1.818616 0.142203 -1.779406 1.25 0.64 0.80 -0.010
H 2.550483 -1.760230 -0.812590 -0.10 0.35 0.05 0.629
C 1.352543 1.379033 -1.148657 1.40 -0.26 0.05 -0.176
C 1.672669 1.288194 0.246115 0.56 -0.24 -0.80 -1.218
H 1.118687 2.304101 -1.663970 0.14 -0.27 0.20 0.735
C -1.330671 -1.954592 1.373802 0.25 -0.55 -0.24 -0.832
C -0.116707 -2.384443 0.816411 -0.74 -0.16 -0.08 -1.365
C -0.190559 -2.259450 -0.615066 -1.52 -0.05 0.27 -0.940
H 0.724341 -2.796455 1.364125 -0.12 0.11 -0.09 0.470
C -1.515646 -1.688276 -0.901563 0.20 -1.12 1.43 0.276
C -2.195091 -1.532501 0.344018 0.69 -0.14 -0.82 -1.326
H 2.110641 0.024672 -2.818041 -0.40 -0.13 0.09 0.465
H 1.658037 2.131913 0.927545 -0.30 -0.24 0.02 0.700
H 2.635283 -0.308023 1.446861 -0.45 -0.09 -0.13 0.532
H -3.218931 -1.185981 0.448748 0.27 0.09 0.08 0.354
H 0.413569 -2.782606 -1.355649 -0.08 0.10 0.38 0.806
H -1.618316 -2.017334 2.419357 0.24 0.15 -0.12 0.654
Co 0.005879 -0.283338 -1.213139 1.04 -0.97 3.67 -0.033
C -2.031164 -1.333321 -2.259989 -0.26 0.46 -0.39 3.053
C -3.552276 -1.504851 -2.315615 -0.20 -0.01 -0.30 -2.030
C -1.347436 -2.195499 -3.325848 -0.11 0.03 -0.25 -1.919
H -3.838637 -2.514986 -1.999989 0.20 0.15 0.04 0.406
H -3.902853 -1.324314 -3.332591 -0.06 -0.17 0.33 0.499
H -4.055440 -0.790059 -1.659268 0.04 -0.05 0.02 0.384
H -1.472461 -3.257626 -3.085510 -0.02 0.21 -0.05 0.401
H -0.270540 -1.994184 -3.389936 -0.05 -0.02 0.03 0.212
H -1.782405 -1.984530 -4.305462 0.07 -0.12 0.09 0.502
C -1.601029 0.185774 -2.438552 -0.97 0.66 -1.33 -0.912
C -2.025188 0.782452 -3.773916 -0.21 -0.94 -0.59 -0.078
H -0.455902 0.349950 -2.528169 -1.23 0.60 -1.34 0.849
H -2.037357 0.823865 -1.649868 0.16 -0.24 -0.12 0.793
O -2.860948 0.147944 -4.395483 -0.13 1.02 -0.64 -0.658
N -1.475747 1.915153 -4.310572 -0.02 0.70 0.10 -0.035
C -0.262136 2.655241 -3.967160 -0.22 0.00 0.10 -0.800
H -1.967653 2.263618 -5.127344 0.09 -0.48 0.17 0.338
C 1.025237 2.008100 -4.461926 0.09 -0.04 -0.34 0.672
C 2.245998 2.634607 -4.176889 -0.02 -0.33 -0.06 -0.250
H 2.234132 3.601021 -3.664036 0.12 -0.36 -0.02 0.370
C 3.449163 2.031660 -4.546884 -0.24 0.04 -0.08 -0.573
H 4.394845 2.513738 -4.291175 -0.28 -0.18 -0.11 0.367
C 3.435981 0.818946 -5.248184 -0.16 -0.01 0.00 -0.485
H 4.374808 0.343017 -5.537778 -0.28 0.15 0.12 0.373
C 2.218758 0.234333 -5.608648 -0.18 0.31 0.06 -0.659
H 2.183377 -0.690390 -6.188555 0.13 0.30 0.16 0.391
C 1.010364 0.843148 -5.238020 0.25 0.08 0.21 -0.195
H 0.053851 0.423830 -5.563276 0.37 0.01 0.23 0.397
H -0.220150 2.827749 -2.877384 -0.02 -0.09 -0.47 0.165
H -0.337532 3.651263 -4.437673 -0.13 -0.35 0.26 0.556
F -0.780951 2.520228 6.417952 0.02 -0.28 -1.06 -0.269
C -0.776028 2.160509 5.123704 -0.03 0.17 0.89 0.652
C -1.440310 2.950623 4.181359 -0.64 0.83 -0.22 0.217
F -2.072268 4.077748 4.575186 0.49 -0.75 -0.12 -0.273
C -1.472942 2.573310 2.860978 -0.48 0.66 -0.36 0.295
F -2.106207 3.332457 1.947007 0.49 -0.58 0.90 -0.273
C -0.833990 1.372086 2.394545 -0.01 -0.14 -1.25 -0.055
O -0.870996 1.044934 1.181194 -0.14 0.28 1.10 0.005
C -0.135623 0.625155 3.403650 1.00 -1.43 -0.19 0.377
F 0.559629 -0.474596 3.036794 -0.81 1.26 0.52 -0.267
C -0.123303 0.991630 4.724468 0.34 -0.55 0.50 -0.054
F 0.504407 0.223225 5.641562 -0.43 0.68 -0.62 -0.278
```
Forces are in eV/Å.

Values from the calculation:
<S²>: 6.09
Gap between HOMO and LUMO (spin up / spin down) in eV: 6.94 / 4.29
LUMO energy (spin up / spin down) in eV: 0.046 / -2.818
Electronic energy in hartree: -3169.0604
2S+1: 5